1 | A 2-piece molecular cluster, C5H13NO2 overall. Source: the OMol25 dataset; level of theory: ωB97M-V with the def2-TZVPD basis set.

Geometry (Å):
C  1.44  -0.14  -1.45
N  0.48  0.90  -1.86
C  -0.44  1.45  -0.88
C  -1.55  0.48  -0.37
C  -1.13  -0.39  0.80
C  -1.38  0.21  2.15
O  -1.65  -0.46  3.12
H  1.21  -0.86  -0.69
H  1.83  -0.59  -2.36
H  2.29  0.42  -1.02
H  -0.10  0.54  -2.61
H  -0.90  2.30  -1.36
H  0.07  1.83  0.01
H  -2.51  0.92  -0.17
H  -1.71  -0.15  -1.26
H  -0.07  -0.68  0.80
H  -1.54  -1.41  0.79
H  -1.25  1.29  2.31
O  2.16  -1.66  1.12
H  1.88  -2.58  1.22
H  2.88  -1.42  1.71

**Lowest unoccupied orbital energy**: 0.553 eV
**E_HOMO**: -8.607 eV

2 | One molecule with the formula C5H13NO2. Source: the OMol25 dataset; level of theory: ωB97M-V with the def2-TZVPD basis set.

Geometry (Å):
O  2.29  0.78  0.82
C  1.67  -0.34  1.63
C  1.60  -1.73  0.73
C  0.79  -1.47  -0.61
N  0.08  -0.22  -0.78
C  -1.30  -0.08  -0.47
C  -1.82  1.37  -0.35
O  -3.20  1.43  -0.86
H  1.58  1.50  0.92
H  0.63  -0.13  1.77
H  2.22  -0.15  2.55
H  1.09  -2.42  1.19
H  2.61  -2.04  0.40
H  0.33  -2.43  -0.97
H  1.60  -1.61  -1.40
H  0.56  0.60  -1.23
H  -1.59  -0.67  0.44
H  -1.97  -0.43  -1.31
H  -1.19  1.97  -0.98
H  -1.80  1.65  0.65
H  -2.95  1.53  -1.88

**Lowest unoccupied orbital energy**: 0.753 eV
**E_HOMO**: -8.319 eV

The least stable of them is 2.

1 | C5H13NO2 as an isolated structure. Source: the OMol25 dataset; level of theory: ωB97M-V with the def2-TZVPD basis set.

Geometry (Å):
C  -2.27  0.66  0.45
C  0.18  -0.60  1.83
O  -0.93  1.08  0.34
H  -2.93  1.28  -0.16
H  -2.60  0.69  1.50
H  -2.33  -0.39  0.11
H  1.03  -1.10  2.30
H  -0.57  -1.34  1.61
H  -0.16  0.22  2.45
C  1.49  -1.76  -0.23
C  0.47  1.71  -1.63
N  1.00  -0.46  0.22
C  -0.07  0.45  -0.98
O  -0.63  -0.40  -1.66
H  1.76  0.20  0.37
H  2.19  -2.19  0.50
H  0.63  -2.41  -0.37
H  1.97  -1.66  -1.21
H  -0.31  2.14  -2.26
H  1.29  1.45  -2.29
H  0.77  2.45  -0.89

**Lowest unoccupied orbital energy**: 0.741 eV
**E_HOMO**: -8.698 eV

2 | A 2-piece molecular cluster, C5H13NO2 overall. Source: the OMol25 dataset; level of theory: ωB97M-V with the def2-TZVPD basis set.

Geometry (Å):
C  0.18  -1.36  2.66
C  -0.99  -0.38  2.70
O  -1.88  -0.50  3.51
O  -0.97  0.60  1.82
H  1.06  -0.88  3.08
H  -0.09  -2.23  3.26
H  0.38  -1.70  1.65
H  -0.21  0.58  1.11
C  -1.20  0.78  -1.51
C  0.12  0.07  -1.28
C  1.03  0.14  -2.50
N  0.78  0.64  -0.07
H  -1.84  0.73  -0.64
H  -1.03  1.83  -1.75
H  -1.73  0.36  -2.36
H  -0.04  -0.97  -1.04
H  1.32  1.17  -2.71
H  0.51  -0.25  -3.37
H  1.94  -0.45  -2.36
H  1.69  0.20  0.03
H  0.96  1.63  -0.21

**Lowest unoccupied orbital energy**: 0.613 eV
**E_HOMO**: -9.482 eV

The least stable of them is 1.

1 | A 3-piece molecular cluster, C5H13NO2 overall. Source: the OMol25 dataset; level of theory: ωB97M-V with the def2-TZVPD basis set.

Geometry (Å):
C  -2.68  0.19  1.34
C  -1.41  -0.15  1.61
C  -0.29  0.58  1.02
C  0.90  -0.01  0.99
N  1.99  0.57  0.32
C  3.35  0.15  0.68
H  -3.50  -0.37  1.77
H  -2.80  1.08  0.72
H  -1.27  -0.95  2.32
H  -0.55  1.58  0.68
H  1.07  -1.02  1.35
H  1.94  1.55  0.16
H  3.56  0.24  1.77
H  3.49  -0.93  0.68
H  3.96  0.82  0.07
O  -2.93  -0.96  -1.92
H  -3.49  -0.34  -1.42
H  -2.06  -0.59  -1.73
O  0.98  -0.22  -2.78
H  1.41  -0.46  -1.97
H  0.84  0.73  -2.71

**Lowest unoccupied orbital energy**: 0.634 eV
**E_HOMO**: -7.998 eV

2 | A 2-piece molecular cluster, C5H13NO2 overall. Source: the OMol25 dataset; level of theory: ωB97M-V with the def2-TZVPD basis set.

Geometry (Å):
C  2.62  -0.92  1.75
C  1.36  -1.72  1.59
N  0.65  -1.48  0.32
C  -0.13  -0.46  -0.06
O  -0.55  0.46  0.72
C  -0.71  -0.46  -1.49
C  -2.04  0.23  -1.58
H  2.38  0.12  1.99
H  3.19  -0.95  0.80
H  3.27  -1.33  2.55
H  1.58  -2.80  1.57
H  0.64  -1.54  2.41
H  0.83  -2.13  -0.44
H  -0.03  0.02  -2.21
H  -0.92  -1.48  -1.86
H  -2.54  -0.07  -2.51
H  -1.97  1.34  -1.57
H  -2.65  -0.09  -0.72
O  -1.79  4.38  -0.05
H  -1.33  3.70  -0.59
H  -1.85  5.17  -0.64

**Lowest unoccupied orbital energy**: 0.784 eV
**E_HOMO**: -9.519 eV

The least stable of them is 1.

1 | A 2-piece molecular cluster, C5H13NO2 overall. Source: the OMol25 dataset; level of theory: ωB97M-V with the def2-TZVPD basis set.

Geometry (Å):
C  -1.46  1.52  -0.90
C  -0.43  1.07  -0.19
N  0.85  1.58  -0.39
C  -0.51  -0.17  0.66
C  0.04  -1.43  -0.02
C  -0.90  -2.07  -1.02
O  -2.28  -2.01  -0.64
H  -2.44  1.06  -1.00
H  -1.32  2.36  -1.58
H  1.64  1.07  -0.06
H  0.90  2.40  -0.95
H  -0.05  0.01  1.63
H  -1.53  -0.26  1.05
H  1.02  -1.24  -0.42
H  0.17  -2.15  0.79
H  -0.85  -3.15  -1.14
H  -0.77  -1.61  -1.99
H  -2.54  -1.13  -0.32
O  3.84  1.46  2.36
H  3.48  1.87  1.56
H  3.15  0.81  2.55

**Lowest unoccupied orbital energy**: 0.464 eV
**E_HOMO**: -8.389 eV

2 | C5H13NO2 as an isolated structure. Source: the OMol25 dataset; level of theory: ωB97M-V with the def2-TZVPD basis set.

Geometry (Å):
C  -1.24  -0.59  -0.19
C  -1.59  0.33  -1.32
C  -2.16  -0.62  0.98
N  0.33  0.65  1.85
O  0.24  0.36  0.47
H  -0.99  -1.59  -0.53
H  0.98  -0.03  2.26
H  0.69  1.59  1.96
H  -3.11  -1.06  0.66
H  -2.47  -0.07  -1.83
H  -0.79  0.32  -2.06
H  -1.79  1.33  -0.97
H  -1.77  -1.28  1.75
H  -2.32  0.38  1.39
C  2.45  0.58  -0.96
C  1.88  -0.54  -0.12
O  1.29  -1.56  -0.55
H  2.62  -0.79  0.68
H  2.88  1.36  -0.33
H  1.65  1.06  -1.52
H  3.23  0.17  -1.61

**Lowest unoccupied orbital energy**: 0.964 eV
**E_HOMO**: -8.563 eV

The least stable of them is 2.

1 | A 3-piece molecular cluster, C5H13NO2 overall. Source: the OMol25 dataset; level of theory: ωB97M-V with the def2-TZVPD basis set.

Geometry (Å):
C  -3.02  0.24  -0.82
C  -1.83  0.37  -0.26
C  -0.55  0.46  -1.05
N  -0.29  -0.77  -1.68
C  0.34  1.42  -0.83
C  1.71  1.52  -1.41
H  -3.26  0.05  -1.86
H  -3.97  0.30  -0.28
H  -1.72  0.39  0.82
H  0.68  -0.89  -1.94
H  -1.05  -1.30  -2.05
H  0.13  2.23  -0.13
H  2.47  0.76  -1.17
H  2.24  2.42  -1.10
H  1.65  1.65  -2.50
O  1.00  -1.13  3.83
H  1.26  -1.07  2.87
H  1.01  -0.21  4.14
O  1.55  -1.33  1.09
H  1.37  -2.29  1.07
H  0.73  -1.02  0.69

**Lowest unoccupied orbital energy**: 0.665 eV
**E_HOMO**: -8.392 eV

2 | A 2-piece molecular cluster, C5H13NO2 overall. Source: the OMol25 dataset; level of theory: ωB97M-V with the def2-TZVPD basis set.

Geometry (Å):
C  -0.46  -0.57  2.43
C  -0.55  0.29  1.20
O  -1.47  1.05  0.99
N  0.57  0.33  0.38
C  0.46  0.98  -0.96
C  -0.72  0.54  -1.79
C  1.80  0.85  -1.64
H  -1.03  -0.09  3.23
H  -0.91  -1.54  2.26
H  0.57  -0.64  2.78
H  1.35  -0.28  0.48
H  0.25  1.99  -0.71
H  -0.58  -0.41  -2.32
H  -1.66  0.42  -1.27
H  -0.89  1.26  -2.60
H  2.57  1.35  -1.06
H  1.81  1.36  -2.60
H  2.05  -0.20  -1.78
O  -0.07  -2.70  -0.13
H  0.84  -2.51  0.17
H  -0.31  -1.79  -0.35

**Lowest unoccupied orbital energy**: 0.619 eV
**E_HOMO**: -9.853 eV

The least stable of them is 1.

1 | An isolated ion of composition C3H12N3S and charge +1. Source: the OMol25 dataset; level of theory: ωB97M-V with the def2-TZVPD basis set.

Geometry (Å):
C  1.69  -0.34  0.53
N  0.67  -0.03  -0.38
C  0.80  1.43  -0.81
C  -0.72  -0.25  0.20
N  -0.92  -1.56  0.71
N  -1.67  -0.19  -1.27
S  -0.94  1.03  1.45
H  1.58  0.24  1.52
H  1.55  -1.41  0.74
H  2.64  -0.26  0.06
H  0.76  -0.58  -1.31
H  -0.10  1.71  -1.51
H  1.12  1.99  0.15
H  1.72  1.42  -1.41
H  -0.83  -1.56  1.77
H  -0.79  -2.30  0.06
H  -2.00  0.86  -1.20
H  -2.49  -0.78  -1.08
H  -2.06  0.59  1.78

**Lowest unoccupied orbital energy**: -3.001 eV
**E_HOMO**: -13.796 eV
**Net charge**: +1

2 | A 2-piece molecular cluster, C3H12N3S overall. Source: the OMol25 dataset; level of theory: ωB97M-V with the def2-TZVPD basis set.

Geometry (Å):
C  -0.31  -1.83  -1.98
C  0.74  -2.02  -0.89
S  2.04  -0.66  -0.81
H  0.13  -1.86  -2.96
H  -0.95  -0.92  -1.92
H  -0.96  -2.74  -1.81
H  0.22  -2.10  0.08
H  1.29  -2.97  -0.98
H  2.65  -1.19  0.27
N  0.86  1.76  1.13
C  -0.49  1.63  1.10
N  -1.32  2.62  1.62
N  -1.01  0.52  0.56
H  1.38  1.12  0.55
H  1.23  2.70  1.23
H  -2.26  2.36  1.93
H  -0.93  3.28  2.32
H  -0.35  -0.06  0.02
H  -1.97  0.36  0.54

**Lowest unoccupied orbital energy**: -2.972 eV
**E_HOMO**: -13.194 eV
**Net charge**: +1

The least stable of them is 1.